The following is a quantum chemistry calculation of 2 unconnected molecules or ions with the total composition C24H48BClFN2O7PS, from the OMol25 dataset.

The geometry in XYZ format:
```
86
Properties=species:S:1:pos:R:3:forces:R:3:lowdin_charge:R:1
C -4.7041 -6.3399 0.7658 0.110 -0.093 0.808 -0.10
B -3.0806 -5.9619 0.5668 -1.081 -2.554 -1.854 -0.46
O -2.3645 -6.7277 -0.4440 -0.548 -0.245 1.932 -0.01
P -2.4217 -4.5909 1.7562 -1.356 2.936 -1.647 0.53
C -1.3285 -3.6378 0.5217 2.350 1.599 -0.862 -0.25
C -0.1983 -4.4302 -0.3051 0.819 0.270 -1.898 -0.20
C 1.3098 -3.7045 -0.3135 -0.104 -0.845 -0.677 -0.30
C 2.4037 -4.6254 0.4857 -0.240 0.191 1.284 -0.11
C 1.7813 -3.5271 -1.9035 -0.747 0.875 0.407 -0.19
C 3.2229 -2.7734 -2.0872 0.664 0.931 -1.131 -0.23
C 3.1559 -1.1715 -1.7106 -0.275 0.666 3.612 -0.09
C 3.0568 -0.6406 -0.3075 0.598 -0.589 -3.622 -0.27
C 3.7567 -1.3622 1.0112 -1.584 -0.127 -0.396 -0.10
C 2.1975 0.7724 -0.1348 0.582 -1.384 -0.490 -0.11
S -0.8329 -5.7876 2.6779 6.255 -1.967 0.761 0.78
O 0.4318 -4.9492 3.0024 -4.398 -3.167 -0.898 -0.39
O -0.5701 -7.1219 1.9531 -1.088 3.729 2.508 -0.41
F -1.4984 -6.2267 4.2365 0.864 0.456 -2.049 -0.33
O -1.8885 -3.3684 2.9259 -2.786 2.619 1.375 -0.40
C -3.0365 -2.4914 3.2442 -0.812 -3.613 0.162 -0.59
Cl -2.7521 -0.9965 4.3281 0.219 -1.100 -1.351 0.52
C -3.8589 -2.2252 1.8125 0.312 -0.379 1.692 -0.46
N -3.1831 -1.0371 1.1559 -0.880 -0.830 -0.700 0.05
C -5.4356 -1.8892 2.1476 -0.912 0.461 -0.690 -0.06
C -6.0563 -0.6823 1.1830 -2.631 3.750 2.280 -0.14
O -6.8303 0.3079 1.6547 4.517 -5.932 -2.646 -0.11
O -3.7180 -3.5521 1.1357 -1.128 3.163 1.932 -0.33
H -4.6922 -7.4621 1.1713 -0.360 2.176 -1.047 0.08
H -5.1885 -5.6664 1.6040 0.853 -1.406 -1.748 0.05
H -5.3105 -6.2201 -0.2310 1.162 -0.495 1.899 0.07
H -2.2052 -7.6857 -0.1979 -0.459 1.804 -0.374 0.12
H -3.2606 -5.2392 2.7482 0.144 0.580 0.278 0.04
H -0.7903 -2.7737 1.1455 -1.125 -1.964 -1.543 0.11
H -2.0675 -3.0549 -0.2107 1.775 -1.632 1.490 0.11
H -0.0342 -5.5616 -0.0651 -0.591 2.170 -0.162 0.09
H -0.5279 -4.4030 -1.4542 0.597 -0.269 2.402 0.11
H 1.1945 -2.6583 0.2130 0.416 -1.988 -1.253 0.11
H 2.5073 -4.1475 1.5748 -0.188 -1.389 -2.291 0.07
H 3.4791 -4.6422 0.0267 -2.064 0.115 0.619 0.06
H 2.0259 -5.7496 0.6230 0.815 2.555 -0.349 0.09
H 0.9597 -2.8336 -2.4204 1.751 -1.380 1.040 0.12
H 1.7250 -4.5549 -2.4996 0.393 2.030 1.488 0.12
H 3.4835 -2.8274 -3.2512 -0.461 0.113 2.456 0.10
H 4.1273 -3.2750 -1.5399 -1.891 0.746 -0.823 0.09
H 3.1405 -0.3882 -2.5933 -0.708 -1.753 1.904 0.09
H 4.5506 -2.1900 0.7086 -1.739 1.941 0.536 0.08
H 4.2362 -0.5389 1.7296 -1.073 -1.800 -1.733 0.08
H 2.8632 -1.9075 1.5810 2.121 1.159 -0.892 0.07
H 2.1988 1.3384 -1.1760 0.122 -1.020 2.325 0.07
H 1.0703 0.4366 0.0555 2.479 0.872 -0.105 0.09
H 2.6443 1.4032 0.7449 -1.090 -1.028 -1.737 0.06
H -3.6769 -3.1807 3.9790 0.814 1.762 -1.688 0.13
H -3.4697 -0.9438 0.1453 0.346 -0.065 1.654 0.09
H -3.3604 -0.1480 1.6835 0.038 -1.355 -0.675 0.08
H -6.0952 -2.8351 1.9426 1.256 1.687 0.390 0.13
H -5.6088 -1.5388 3.2558 0.488 -0.650 -2.201 0.12
H -5.7922 -0.6443 0.0245 -0.542 -0.313 2.310 0.13
C 2.9901 7.3357 -2.3499 0.342 0.059 0.302 -0.05
C 2.0162 6.1383 -2.5557 0.925 0.968 -1.289 -0.47
C 0.5923 6.7085 -2.8007 -0.144 -0.111 0.349 -0.13
C -0.0400 7.2792 -1.5219 0.114 -0.105 -0.048 -0.19
C -0.0278 6.2482 -0.3945 0.015 -0.102 -0.384 -0.14
C 1.3753 5.6346 -0.1366 0.208 0.416 1.965 -0.48
N 2.0525 5.1850 -1.3939 -3.617 -3.029 -1.520 -0.02
O 1.4158 3.9946 -1.8022 2.142 2.985 1.070 -0.03
C 2.2876 6.6569 0.5879 0.038 0.262 -0.048 -0.05
C 1.2234 4.4814 0.9105 0.025 -0.316 -0.758 -0.04
C 2.5682 5.4535 -3.8478 -0.437 -0.529 0.260 -0.05
H 3.3738 7.7103 -3.3087 -0.258 -0.303 0.108 0.08
H 2.5250 8.2017 -1.8759 0.030 -0.167 0.135 0.06
H 3.8742 7.0421 -1.7634 -0.327 0.050 -0.112 0.09
H -0.0691 5.9325 -3.2037 0.203 -0.103 0.094 0.12
H 0.6272 7.5036 -3.5573 0.266 -0.203 0.051 0.12
H 0.4823 8.1860 -1.1990 0.028 -0.047 -0.076 0.10
H -1.0724 7.5852 -1.7263 0.129 -0.049 0.002 0.11
H -0.4096 6.7150 0.5229 0.271 -0.180 -0.023 0.12
H -0.7422 5.4538 -0.6488 0.278 -0.066 0.035 0.12
H 3.3037 6.2602 0.7006 -0.192 0.018 -0.094 0.09
H 1.9120 6.8757 1.5951 -0.082 -0.247 -0.217 0.09
H 2.3514 7.6216 0.0892 0.043 -0.060 -0.087 0.05
H 0.5134 3.7101 0.5926 0.254 0.156 -0.135 0.08
H 0.8517 4.8651 1.8673 0.109 0.254 -0.290 0.08
H 2.1891 3.9963 1.1039 -0.185 0.116 -0.140 0.08
H 3.5983 5.1108 -3.6878 -0.209 0.055 0.061 0.09
H 2.5816 6.1530 -4.6943 -0.066 0.101 0.427 0.08
H 1.9724 4.5937 -4.1779 0.100 0.155 0.350 0.07
```
Forces are in eV/Å.

Charge = -1
HOMO-LUMO gap (spin up / spin down) = 0.2667 / 0.2308 Ha
<S²> = 0.75
2S+1 = 2
E_LUMO (spin up / spin down) = 1.95 / 0.98 eV
E_HOMO (spin up / spin down) = -5.30 / -5.30 eV